# 1
DFT (ωB97M-V with the def2-TZVPD basis set) results for 2 unconnected molecules or ions with the total composition C6H12N2 in a non-equilibrium geometry.

Summary:
LUMO energy ... 0.9 eV
Relative energy (zero: lowest compared OMol25 entry of this formula, charge and spin) ... 140.2 kJ/mol
Spin multiplicity ... 1
Highest occupied orbital energy ... -0.298 hartree
SMILES string ... Cc1c[nH]cn1.CC

XYZ file:
```
20
Properties=species:S:1:pos:R:3:forces:R:3:lowdin_charge:R:1
C 0.608312 -2.545559 1.663111 0.20 -3.53 1.94 -0.10
C 1.654576 0.734351 0.979227 0.43 -3.32 -0.88 -0.13
C 1.084942 -1.337263 1.141113 1.43 2.49 -3.04 -0.40
C 1.594051 -1.233804 -0.220597 -0.76 1.54 2.97 -0.05
N 1.108381 -0.155453 1.892382 1.83 1.20 -4.74 0.10
N 2.063241 0.079253 -0.277782 -3.07 0.04 4.54 0.03
H 1.787476 1.797859 1.083516 0.19 -0.05 0.25 0.10
H 2.587034 0.475152 -0.993903 0.68 0.94 -1.28 0.10
H 1.394778 -1.815878 -1.138925 0.59 0.15 1.00 0.12
H 1.290749 -3.054461 2.406847 0.02 0.45 -1.04 0.11
H 0.411761 -3.234263 0.853739 -0.08 -0.43 -0.03 0.08
H -0.235967 -2.494389 2.295737 -1.47 0.55 0.31 0.06
C -1.334073 1.640068 -0.787649 1.71 0.68 1.83 -0.22
C -2.501247 1.510989 -1.672554 -2.06 -0.73 -0.89 -0.20
H -1.298176 0.970584 0.093403 -0.39 0.16 -0.45 0.07
H -0.370042 1.479195 -1.273656 -0.05 0.06 -0.16 0.05
H -1.330657 2.670714 -0.352830 0.31 -0.68 -0.36 0.08
H -2.903276 0.448808 -1.770126 0.57 1.34 0.01 0.09
H -3.300819 2.140980 -1.240453 -0.01 -0.53 -0.36 0.07
H -2.311051 1.923116 -2.680596 -0.06 -0.32 0.39 0.07
```
Positions in Å, forces in eV/Å.

# 2
DFT (ωB97M-V with the def2-TZVPD basis set) results for 2 unconnected molecules or ions with the total composition C6H12N2 in a non-equilibrium geometry.

Summary:
LUMO energy ... 0.9 eV
Relative energy (zero: lowest compared OMol25 entry of this formula, charge and spin) ... 23.6 kJ/mol
Spin multiplicity ... 1
Highest occupied orbital energy ... -0.319 hartree
SMILES string ... Cc1c[nH]cn1.CC

XYZ file:
```
20
Properties=species:S:1:pos:R:3:forces:R:3:lowdin_charge:R:1
C -2.123706 -1.187894 -0.338182 -0.12 0.76 -0.07 -0.17
C -0.790174 -1.792782 -0.717562 0.43 -0.35 0.13 -0.16
H -2.326931 -1.188612 0.727185 0.07 -0.71 0.34 0.06
H -2.124078 -0.107724 -0.502934 -0.07 -0.11 -0.66 0.04
H -2.954851 -1.655869 -0.860548 -0.10 0.10 -0.02 0.06
H -0.498713 -1.675038 -1.761483 -0.30 0.36 -0.09 0.07
H 0.006519 -1.350178 -0.121972 0.07 -0.06 0.03 0.04
H -0.767937 -2.871828 -0.566813 -0.07 -0.08 0.27 0.06
C 2.355634 0.744500 -0.950850 -0.29 -0.90 -0.14 -0.05
C -0.637207 1.721442 0.688714 0.12 -0.20 0.28 -0.23
C 1.302145 1.065282 0.065135 -0.31 0.05 -0.96 -0.37
C 1.137000 0.584505 1.328704 -0.10 -0.02 0.11 -0.09
N 0.170095 1.752919 -0.336120 -0.04 0.35 0.24 0.10
N -0.126371 0.984270 1.706368 -0.11 0.57 0.16 0.04
H -1.600587 2.187780 0.830671 0.00 0.08 -0.42 0.12
H -0.528047 1.036627 2.625559 0.21 -0.38 0.15 0.14
H 1.734029 -0.065491 1.941186 0.11 0.05 0.04 0.11
H 3.280754 1.310620 -0.898084 0.15 -0.15 0.38 0.07
H 2.003526 0.850393 -1.974476 -0.43 0.44 0.10 0.07
H 2.488897 -0.342915 -0.884496 0.76 0.22 0.13 0.07
```
Positions in Å, forces in eV/Å.

# 3
DFT (ωB97M-V with the def2-TZVPD basis set) results for 2 unconnected molecules or ions with the total composition C6H12N2.

Summary:
LUMO energy ... 1.0 eV
Relative energy (zero: lowest compared OMol25 entry of this formula, charge and spin) ... 207.7 kJ/mol
Spin multiplicity ... 1
Highest occupied orbital energy ... -0.298 hartree
SMILES string ... C/C=C/N.C=CN=C

XYZ file:
```
20
Properties=species:S:1:pos:R:3:forces:R:3:lowdin_charge:R:1
C -0.763608 -0.484796 -1.879368 -0.03 0.19 -0.23 -0.14
C -0.869987 1.008406 -1.967584 0.06 0.01 -0.13 -0.20
C 0.116830 1.863123 -1.719450 0.01 0.22 -0.04 -0.26
N 0.053813 3.252288 -1.922566 0.00 -0.03 0.08 0.02
H 0.248455 -0.796827 -1.625263 -0.02 -0.04 0.10 0.07
H -1.450029 -0.890893 -1.136425 0.03 -0.06 0.04 0.06
H -1.021635 -0.940988 -2.838231 0.01 -0.03 0.01 0.07
H -1.810717 1.428289 -2.318510 -0.06 -0.07 0.08 0.10
H 1.100581 1.530471 -1.401893 -0.04 -0.14 0.01 0.11
H 0.531883 3.788540 -1.213776 0.03 0.00 -0.05 0.07
H -0.885644 3.600037 -2.051222 0.00 -0.01 -0.01 0.07
C 0.422507 -2.384611 2.208200 -0.49 -0.23 0.06 -0.26
C 1.323193 -2.158285 3.157330 0.00 0.16 -0.02 0.00
C -0.077503 -0.304836 1.374860 -0.17 -0.06 0.23 -0.03
N 0.173840 -1.519391 1.136948 0.66 0.15 -0.06 -0.01
H -0.124007 -3.320929 2.167598 0.02 0.00 -0.02 0.10
H 1.909206 -1.247685 3.147385 0.03 -0.02 0.04 0.05
H 1.518091 -2.888305 3.928435 0.00 -0.03 -0.01 0.05
H -0.042686 0.428211 0.575710 -0.32 -0.07 -0.12 0.04
H -0.352574 0.038174 2.377823 0.27 0.07 0.06 0.09
```
Positions in Å, forces in eV/Å.

# 4
DFT (ωB97M-V with the def2-TZVPD basis set) results for 2 unconnected molecules or ions with the total composition C6H12N2 in a non-equilibrium geometry.

Summary:
LUMO energy ... 0.9 eV
Relative energy (zero: lowest compared OMol25 entry of this formula, charge and spin) ... 43.7 kJ/mol
Spin multiplicity ... 1
Highest occupied orbital energy ... -0.316 hartree
SMILES string ... Cc1c[nH]cn1.CC

XYZ file:
```
20
Properties=species:S:1:pos:R:3:forces:R:3:lowdin_charge:R:1
C -1.441827 0.325477 2.182588 0.31 -0.47 0.80 -0.17
C -2.184601 -0.482245 1.132614 0.00 -0.62 0.30 -0.17
H -1.156297 -0.264503 3.068830 -0.20 -0.30 -0.38 0.07
H -0.486983 0.653914 1.789662 0.01 0.55 -0.14 0.03
H -2.010985 1.133021 2.641176 -0.03 0.31 -0.52 0.06
H -1.565803 -1.315277 0.777816 -0.01 0.23 -0.04 0.06
H -3.083388 -0.943204 1.533690 -0.17 0.02 0.15 0.06
H -2.494839 0.093706 0.271634 0.09 0.30 -0.20 0.05
C 0.332829 1.753449 -1.611602 2.35 -0.40 -0.96 -0.04
C 1.066474 0.467491 -1.374842 -0.27 -1.41 1.03 -0.36
C 1.589525 0.019303 -0.187962 0.23 -0.62 0.76 -0.09
C 1.632591 -1.609385 -1.631134 0.63 0.10 -0.29 -0.21
N 1.175637 -0.562365 -2.286632 -0.63 -0.66 0.07 0.09
N 1.954744 -1.310355 -0.352110 -0.66 1.25 -0.42 0.04
H -0.713314 1.794688 -1.334712 0.09 0.01 0.34 0.07
H 0.462505 1.927299 -2.679831 -0.45 0.26 -0.10 0.07
H 1.725131 0.381358 0.815038 -0.19 0.69 -0.08 0.10
H 1.835257 -2.602978 -1.998078 -0.11 0.12 -0.41 0.11
H 2.316963 -1.891994 0.381340 0.02 -0.17 -0.19 0.14
H 1.046389 2.432609 -1.137486 -1.01 0.82 0.26 0.08
```
Positions in Å, forces in eV/Å.

# 5
DFT (ωB97M-V with the def2-TZVPD basis set) results for a molecular structure, C6H12N2 in a non-equilibrium geometry.

Summary:
LUMO energy ... -0.5 eV
Relative energy (zero: lowest compared OMol25 entry of this formula, charge and spin) ... 601.9 kJ/mol
Spin multiplicity ... 1
Highest occupied orbital energy ... -0.259 hartree

XYZ file:
```
20
Properties=species:S:1:pos:R:3:forces:R:3:lowdin_charge:R:1
C 2.119074 -0.899363 0.764826 -0.05 -0.05 -0.16 -0.08
N 0.971764 -0.070361 0.389417 -1.47 -0.14 -0.35 -0.08
C 0.321738 -0.336240 -0.958148 0.45 0.06 1.39 -0.37
C 0.751244 -1.149513 -1.926412 -0.10 0.16 -0.41 0.04
H 1.135890 0.915103 0.571977 0.04 -0.06 -0.12 0.13
H 1.810203 -1.943112 0.769048 0.01 0.05 0.00 0.10
H 2.470059 -0.617325 1.758525 -0.06 0.01 -0.08 0.09
H 2.928074 -0.782453 0.041701 -0.05 0.00 0.03 0.08
H 1.812830 -1.417856 -1.872725 0.04 -0.09 0.30 -0.03
C -1.485158 -0.454770 1.242434 -1.18 -0.06 -0.57 -0.14
C -1.217166 1.756795 -0.677953 -0.05 -0.19 0.08 -0.06
C -1.124300 0.259449 -0.974934 0.17 0.18 0.14 -0.40
N -1.667148 -0.687237 -0.058953 0.56 0.02 0.82 0.06
H -1.512058 0.040974 -1.965559 0.13 -0.03 0.03 0.13
H -1.633794 0.554895 1.648242 0.32 0.04 -0.10 0.09
H -1.826909 -1.245603 1.905352 0.12 -0.05 -0.01 0.08
H -0.113851 -0.344961 1.192773 1.14 0.15 -1.01 0.14
H -0.760257 2.309020 -1.499638 -0.03 -0.04 0.02 0.08
H -2.263814 2.057204 -0.595082 0.03 0.03 -0.01 0.08
H -0.716423 2.055354 0.245110 -0.01 0.01 0.00 0.06
```
Positions in Å, forces in eV/Å.

no.,E_tot (eV)
1,-9395.3970
2,-9396.6051
3,-9394.6966
4,-9396.3964
5,-9390.6118